Record 1
Below is a 3-piece molecular cluster, C2H10O3 overall in a non-equilibrium geometry, with properties calculated with the ωB97M-V functional and the def2-TZVPD basis.

Output
SMILES   CCO.O.O
Gap between HOMO and LUMO   11.7 eV
Electronic energy   -8377.6763 eV

CARTESIAN COORDINATES (ANGSTROEM)
C (-0.101, 1.299, 0.308)
C (0.127, -0.250, 0.533)
O (-0.650, -0.630, 1.663)
H (0.591, 1.673, 1.146)
H (-0.059, 1.694, -0.725)
H (-1.093, 1.558, 0.693)
H (1.157, -0.512, 0.705)
H (-0.297, -0.620, -0.373)
H (-0.551, 0.101, 2.285)
O (-3.004, -0.773, -0.063)
H (-2.519, -0.396, 0.687)
H (-2.425, -1.532, -0.206)
O (2.851, -0.354, -2.507)
H (3.700, -0.279, -2.072)
H (2.272, -0.980, -2.072)

Forces on atoms 1 to 6 (eV/Å):
C 1.08 -0.55 2.39
C -1.40 2.31 -0.55
O 0.06 -0.15 -0.07
H -0.58 0.73 -1.85
H 0.77 -0.21 0.80
H -0.08 -0.29 -0.29

Charges obtained by natural (NBO) population analysis, quoted in units of e: number 1, C, carries -0.65; number 2, C, carries -0.07; number 3, O, carries -0.73; number 4, H, carries 0.20; number 5, H, carries 0.24; number 6, H, carries 0.21; number 7, H, carries 0.17; number 8, H, carries 0.18; number 9, H, carries 0.47; number 10, O, carries -0.94; number 11, H, carries 0.48; number 12, H, carries 0.46; number 13, O, carries -0.95; number 14, H, carries 0.48; number 15, H, carries 0.47

Record 2
Below is one molecule with the formula C18H18N6O in a non-equilibrium geometry, with properties calculated with the ωB97M-V functional and the def2-TZVPD basis.

Output
SMILES   CNc1cc(-c2c[nH]c3c(C)cc(C)cc23)nc2c(C(N)=O)cnn12
Gap between HOMO and LUMO   8.3 eV
Electronic energy   -29945.5993 eV

CARTESIAN COORDINATES (ANGSTROEM)
C (-0.315, 3.591, -2.599)
N (-1.104, 2.382, -3.009)
C (-0.921, 1.125, -2.507)
C (-0.498, 0.898, -1.253)
C (-0.212, -0.418, -0.781)
C (0.188, -0.695, 0.628)
C (0.414, -2.009, 0.924)
N (0.756, -2.122, 2.274)
C (0.653, -0.874, 2.867)
C (0.842, -0.486, 4.264)
C (0.681, -1.572, 5.377)
C (0.764, 0.912, 4.519)
C (0.599, 1.859, 3.406)
C (0.359, 3.345, 3.672)
C (0.371, 1.425, 2.151)
C (0.415, 0.035, 1.869)
N (-0.112, -1.371, -1.685)
C (-0.452, -1.148, -3.015)
C (-0.507, -1.920, -4.181)
C (-0.297, -3.364, -4.397)
N (0.101, -4.105, -3.334)
O (-0.398, -3.836, -5.479)
C (-1.041, -1.043, -5.216)
N (-1.293, 0.154, -4.741)
N (-0.997, 0.098, -3.442)
H (-0.260, 3.797, -1.601)
H (-0.688, 4.523, -3.103)
H (0.734, 3.581, -2.922)
H (-1.653, 2.340, -3.875)
H (-0.531, 1.762, -0.608)
H (0.207, -2.796, 0.198)
H (1.092, -3.022, 2.674)
H (0.503, -1.155, 6.373)
H (-0.258, -2.168, 5.071)
H (1.585, -2.154, 5.329)
H (0.829, 1.326, 5.501)
H (0.691, 3.871, 2.808)
H (-0.669, 3.486, 4.040)
H (0.956, 3.672, 4.493)
H (0.400, 2.127, 1.333)
H (0.205, -5.086, -3.435)
H (0.283, -3.649, -2.415)
H (-1.420, -1.316, -6.175)

Forces on atoms 1 to 6 (eV/Å):
C -0.37 -0.02 -3.78
N -0.42 0.70 -0.20
C 0.66 1.19 -2.28
C -0.39 -0.49 1.70
C 0.86 1.52 -0.83
C 0.05 -0.97 -0.52

Charges obtained by natural (NBO) population analysis, quoted in units of e: number 1, C, carries -0.40; number 2, N, carries -0.61; number 3, C, carries 0.44; number 4, C, carries -0.42; number 5, C, carries 0.39; number 6, C, carries -0.21; number 7, C, carries 0.03; number 8, N, carries -0.53; number 9, C, carries 0.10; number 10, C, carries 0.01; number 11, C, carries -0.64; number 12, C, carries -0.23; number 13, C, carries 0.00; number 14, C, carries -0.63; number 15, C, carries -0.23; number 16, C, carries 0.00; number 17, N, carries -0.55; number 18, C, carries 0.35; number 19, C, carries -0.29; number 20, C, carries 0.66; number 21, N, carries -0.83; number 22, O, carries -0.61; number 23, C, carries 0.04; number 24, N, carries -0.30; number 25, N, carries -0.19; number 26, H, carries 0.20; number 27, H, carries 0.22; number 28, H, carries 0.20; number 29, H, carries 0.42; number 30, H, carries 0.22; number 31, H, carries 0.24; number 32, H, carries 0.42; number 33, H, carries 0.23; number 34, H, carries 0.22; number 35, H, carries 0.22; number 36, H, carries 0.21; number 37, H, carries 0.21; number 38, H, carries 0.22; number 39, H, carries 0.21; number 40, H, carries 0.20; number 41, H, carries 0.40; number 42, H, carries 0.41; number 43, H, carries 0.23

Record 3
Below is C22H15Cl2N8O3Te4Ti as an isolated structure, with properties calculated with the ωB97M-V functional and the def2-TZVPD basis.

Output
2S+1   2
⟨S²⟩   0.75
Gap between HOMO and LUMO (spin up / spin down)   6.6 / 6.6 eV
Electronic energy   -118456.8790 eV

CARTESIAN COORDINATES (ANGSTROEM)
Ti (-0.641, 0.486, 0.545)
Cl (-4.496, 2.688, -4.766)
C (-3.135, 2.211, -3.804)
C (-3.373, 1.579, -2.592)
C (-2.301, 1.180, -1.799)
N (-2.364, 0.559, -0.537)
C (-3.540, 0.275, 0.070)
O (-4.682, 0.456, -0.321)
C (-3.334, -0.378, 1.422)
C (-4.404, -0.680, 2.244)
C (-4.153, -1.271, 3.470)
C (-2.843, -1.550, 3.835)
C (-1.831, -1.223, 2.952)
N (-2.072, -0.653, 1.773)
C (-0.994, 1.417, -2.241)
C (-0.770, 2.064, -3.444)
C (-1.838, 2.459, -4.231)
Cl (-1.520, 3.265, -5.731)
N (0.082, 1.070, -1.374)
C (1.047, 0.301, -1.968)
O (0.898, -0.348, -2.994)
C (2.422, 0.255, -1.314)
C (3.413, -0.446, -2.000)
C (4.694, -0.473, -1.481)
C (4.950, 0.210, -0.301)
C (3.901, 0.879, 0.308)
N (2.659, 0.898, -0.174)
H (-4.385, 1.404, -2.270)
H (-5.399, -0.439, 1.898)
H (-4.970, -1.512, 4.138)
H (-2.606, -2.009, 4.784)
H (-0.791, -1.419, 3.189)
H (0.242, 2.249, -3.778)
H (3.148, -0.946, -2.919)
H (5.484, -1.006, -1.995)
H (5.940, 0.238, 0.134)
H (4.065, 1.437, 1.225)
Te (1.616, 1.964, 3.085)
Te (0.508, 4.207, 4.071)
Te (1.445, 5.572, 1.947)
Te (0.633, 3.674, 0.104)
N (3.475, -3.221, 1.673)
C (2.309, -2.915, 1.026)
C (1.700, -1.662, 1.193)
N (0.570, -1.365, 0.576)
C (0.003, -2.314, -0.192)
C (0.609, -3.543, -0.335)
N (1.757, -3.852, 0.263)
H (4.072, -2.464, 1.958)
H (3.942, -4.049, 1.341)
H (2.154, -0.895, 1.807)
H (-0.918, -2.060, -0.703)
H (0.162, -4.304, -0.962)
O (-0.946, 1.898, 1.764)
N (0.406, 2.102, 1.430)

Forces on atoms 1 to 6 (eV/Å):
Ti -0.07 0.38 0.20
Cl -0.01 0.00 0.00
C 0.02 0.00 -0.01
C 0.01 -0.02 0.01
C 0.09 0.07 -0.01
N -0.31 -0.11 -0.11

Charges obtained by natural (NBO) population analysis, quoted in units of e: number 1, Ti, carries 1.61; number 2, Cl, carries 0.01; number 3, C, carries -0.07; number 4, C, carries -0.23; number 5, C, carries 0.10; number 6, N, carries -0.75; number 7, C, carries 0.64; number 8, O, carries -0.61; number 9, C, carries 0.16; number 10, C, carries -0.21; number 11, C, carries -0.14; number 12, C, carries -0.25; number 13, C, carries 0.08; number 14, N, carries -0.51; number 15, C, carries 0.22; number 16, C, carries -0.25; number 17, C, carries -0.06; number 18, Cl, carries 0.01; number 19, N, carries -0.81; number 20, C, carries 0.63; number 21, O, carries -0.62; number 22, C, carries 0.11; number 23, C, carries -0.21; number 24, C, carries -0.17; number 25, C, carries -0.26; number 26, C, carries 0.02; number 27, N, carries -0.43; number 28, H, carries 0.27; number 29, H, carries 0.26; number 30, H, carries 0.23; number 31, H, carries 0.23; number 32, H, carries 0.20; number 33, H, carries 0.23; number 34, H, carries 0.26; number 35, H, carries 0.22; number 36, H, carries 0.22; number 37, H, carries 0.20; number 38, Te, carries 0.46; number 39, Te, carries 0.03; number 40, Te, carries -0.08; number 41, Te, carries 0.61; number 42, N, carries -0.79; number 43, C, carries 0.36; number 44, C, carries -0.02; number 45, N, carries -0.48; number 46, C, carries -0.04; number 47, C, carries 0.04; number 48, N, carries -0.42; number 49, H, carries 0.39; number 50, H, carries 0.41; number 51, H, carries 0.21; number 52, H, carries 0.24; number 53, H, carries 0.21; number 54, O, carries -0.68; number 55, N, carries -0.78

Record 4
Below is one molecule with the formula C3H9N5 in a non-equilibrium geometry, with properties calculated with the ωB97M-V functional and the def2-TZVPD basis.

Output
SMILES   [H]/N=C/N/N=C\N(C)N
Gap between HOMO and LUMO   8.9 eV
Electronic energy   -10700.3451 eV

CARTESIAN COORDINATES (ANGSTROEM)
H (4.659, -0.324, 0.062)
N (3.636, -0.591, -0.060)
C (2.858, 0.385, -0.130)
N (1.620, 0.346, -0.241)
N (0.812, -0.742, -0.042)
C (-0.400, -0.749, -0.306)
N (-1.405, 0.108, -0.734)
C (-2.473, -0.702, 0.028)
N (-1.231, 1.268, 0.022)
H (3.369, 1.307, -0.260)
H (1.099, 1.125, -0.076)
H (-0.711, -1.716, -0.263)
H (-2.152, -0.650, 1.296)
H (-2.740, -1.891, 0.111)
H (-3.554, -0.398, -0.271)
H (-1.219, 1.244, 1.161)
H (-2.168, 1.980, -0.295)

Forces on atoms 1 to 6 (eV/Å):
H -2.02 -0.17 -0.48
N 2.68 -2.38 0.88
C 7.47 0.19 0.12
N -7.38 -0.89 -0.43
N 3.13 -0.46 -0.08
C 1.87 -0.54 -1.29

Charges obtained by natural (NBO) population analysis, quoted in units of e: number 1, H, carries 0.34; number 2, N, carries -0.72; number 3, C, carries 0.25; number 4, N, carries -0.43; number 5, N, carries -0.24; number 6, C, carries 0.20; number 7, N, carries -0.27; number 8, C, carries -0.52; number 9, N, carries -0.71; number 10, H, carries 0.16; number 11, H, carries 0.39; number 12, H, carries 0.18; number 13, H, carries 0.18; number 14, H, carries 0.24; number 15, H, carries 0.22; number 16, H, carries 0.36; number 17, H, carries 0.37

Q: Which ΔE to the lowest compared entry with this formula, charge and spin values were calculated for the entries above? A: 84.53; 121.63; 0.00; 743.24, in kJ/mol.